Entry 1:
C5H8F3N2 | the ωB97M-V functional and the def2-TZVPD basis

```
18
C5H8F3N2, DFT the ωB97M-V functional and the def2-TZVPD basis
C -0.100 -0.783 -1.275
C 0.679 -0.466 0.909
C -1.626 2.679 0.682
C -0.615 0.330 1.161
C -0.359 1.888 0.803
N 0.752 -1.082 -0.362
N -0.218 -1.074 -2.587
F -2.095 3.123 -0.515
F -0.938 0.238 2.435
F 0.435 1.891 -0.233
H 1.584 0.111 0.961
H 0.567 -1.201 1.676
H -2.200 2.997 1.620
H -1.361 -0.107 0.513
H 0.162 2.336 1.702
H 1.563 -1.619 -0.340
H -0.661 -0.468 -3.165
H 0.302 -1.822 -3.142
```

Values from the calculation:
charge: +1
energy relative to the best compared isomer or geometry (same formula, charge and spin): 4.428 eV
max |F|: 4.861 eV/A
gap between HOMO and LUMO (spin up / spin down): 11.4123 / 4.5147 eV

These are the Mulliken partial charges, in e, on atoms 1 to 5: C 0.40; C -0.54; C -0.46; C -0.03; C 0.36

=====

Entry 2:
C5H8FI2O2P2 | the ωB97M-V functional and the def2-TZVPD basis

```
20
C5H8FI2O2P2, DFT the ωB97M-V functional and the def2-TZVPD basis
C -1.760 -1.787 -2.619
C -1.515 -0.831 -1.450
I -3.164 -0.548 -0.132
C -0.383 -0.172 -1.240
I 1.205 -0.482 -2.673
P -0.091 0.986 0.135
C 1.673 1.572 0.209
C 2.425 0.919 1.382
O 2.625 -0.209 1.469
F 2.875 1.744 2.336
P -0.621 0.236 2.149
O -1.916 0.846 2.528
H -2.674 -2.381 -2.478
H -1.853 -1.181 -3.541
H -0.925 -2.492 -2.758
H -0.917 2.121 -0.082
H 2.246 1.311 -0.699
H 1.696 2.674 0.297
H -0.740 -1.178 2.114
H 0.330 0.684 3.116
```

Values from the calculation:
charge: +1
energy relative to the best compared isomer or geometry (same formula, charge and spin): 0.681 eV
max |F|: 3.554 eV/A
gap between HOMO and LUMO: 8.5796 eV

These are the Mulliken partial charges, in e, on atoms 1 to 5: C -1.41; C 0.37; I 0.19; C -0.19; I 0.15

=====

Entry 3:
C5H8FN | the ωB97M-V functional and the def2-TZVPD basis

```
15
C5H8FN, DFT the ωB97M-V functional and the def2-TZVPD basis
C -0.502 0.571 1.874
C -3.226 1.067 -0.093
C -0.602 -0.367 1.122
C 0.702 -2.000 -0.100
C -0.635 -1.316 0.011
N -2.870 0.655 -1.083
F -1.626 -2.301 0.333
H 0.213 2.766 4.174
H -0.192 1.402 2.361
H -3.492 1.385 0.987
H -0.322 2.502 3.546
H 0.976 -2.699 0.810
H 1.483 -1.146 -0.338
H 0.680 -2.632 -0.916
H -0.801 -0.732 -0.833
```

Values from the calculation:
energy relative to the best compared isomer or geometry (same formula, charge and spin): 4.423 eV
max |F|: 4.777 eV/A
gap between HOMO and LUMO: 11.4350 eV

These are the Mulliken partial charges, in e, on atoms 1 to 5: C 0.33; C 0.14; C -0.87; C -1.20; C 0.34

=====

Entry 4:
C5H8FN | the ωB97M-V functional and the def2-TZVPD basis

```
15
C5H8FN, DFT the ωB97M-V functional and the def2-TZVPD basis
C 0.672 -1.115 -0.331
C -1.420 0.363 0.875
C -1.610 -0.954 0.216
C 1.351 0.020 0.121
C 1.244 1.364 -0.596
N -0.538 -1.505 -0.489
F 2.652 -0.256 0.599
H 1.491 -1.974 -0.410
H -0.776 1.073 0.515
H -2.262 0.733 1.441
H -2.052 -1.668 0.899
H -2.429 -1.054 -0.551
H 1.553 2.124 0.117
H 0.295 1.617 -0.998
H 1.827 1.234 -1.408
```

Values from the calculation:
energy relative to the best compared isomer or geometry (same formula, charge and spin): 4.723 eV
max |F|: 3.933 eV/A
gap between HOMO and LUMO (spin up / spin down): 7.9889 / 8.2391 eV

These are the Mulliken partial charges, in e, on atoms 1 to 5: C 0.03; C -0.87; C -0.21; C 0.37; C -1.16

=====

Entry 5:
C5H8FN | the ωB97M-V functional and the def2-TZVPD basis

```
15
C5H8FN, DFT the ωB97M-V functional and the def2-TZVPD basis
C -1.124 1.380 0.107
C -0.743 0.098 -0.115
C 0.837 -0.444 -0.085
C -1.691 -1.053 -0.034
C 1.865 0.647 -0.091
N 1.028 -1.692 0.059
F 3.156 0.186 -0.083
H -2.128 1.653 0.166
H -0.515 2.168 0.158
H -2.644 -0.549 -0.099
H -1.661 -1.618 -0.930
H -1.617 -1.650 0.967
H 1.610 1.363 0.699
H 1.601 1.361 -0.840
H 2.027 -1.851 0.121
```

Values from the calculation:
energy relative to the best compared isomer or geometry (same formula, charge and spin): 0.542 eV
<S²>: 2.013
max |F|: 11.354 eV/A
gap between HOMO and LUMO (spin up / spin down): 6.8087 / 7.2696 eV
multiplicity: 3

These are the Mulliken partial charges, in e, on atoms 1 to 5: C -1.43; C 0.79; C 0.64; C -1.10; C -0.60

=====

Entry 6:
C5H8FN2 | the ωB97M-V functional and the def2-TZVPD basis

```
16
C5H8FN2, DFT the ωB97M-V functional and the def2-TZVPD basis
F -2.265 1.189 0.362
C -2.126 -0.208 0.392
C -1.085 -0.698 -0.643
N 0.182 -0.161 -0.261
C 0.617 1.129 -0.538
C 1.897 1.205 -0.038
N 2.250 0.006 0.417
C 1.186 -0.821 0.389
H -3.107 -0.736 0.209
H -1.803 -0.423 1.356
H -1.247 -1.807 -0.541
H -1.435 -0.473 -1.754
H 0.047 1.896 -0.933
H 2.666 1.990 -0.243
H 3.211 -0.339 0.818
H 1.012 -1.750 1.009
```

Values from the calculation:
charge: +1
energy relative to the best compared isomer or geometry (same formula, charge and spin): 0.387 eV
structure (SMILES): FCC[n+]1cc[nH]c1
max |F|: 4.400 eV/A
gap between HOMO and LUMO: 10.7409 eV

These are the Mulliken partial charges, in e, on atoms 1 to 5: F -0.27; C -0.32; C -0.65; N 0.19; C -0.29

=====

Entry 7:
C5H8FNS | the ωB97M-V functional and the def2-TZVPD basis

```
16
C5H8FNS, DFT the ωB97M-V functional and the def2-TZVPD basis
N -1.324 0.838 -1.080
C -0.479 0.264 -0.189
C 0.711 1.028 0.312
C 2.094 0.027 0.373
S 1.511 -1.554 -0.527
C -0.216 -1.181 -0.552
C -0.999 -0.940 0.601
F -2.289 -1.466 0.384
H -1.748 1.575 -0.655
H -2.124 0.129 -0.964
H 0.533 1.674 1.176
H 0.789 1.878 -0.379
H 2.999 0.631 0.024
H 2.245 -0.226 1.384
H -0.880 -1.526 -1.535
H -0.824 -1.151 1.627
```

Values from the calculation:
energy relative to the best compared isomer or geometry (same formula, charge and spin): 2.591 eV
structure (SMILES): N[C@]12CCS[C@H]1[C@@H]2F
max |F|: 4.574 eV/A
gap between HOMO and LUMO: 9.5016 eV

These are the Mulliken partial charges, in e, on atoms 1 to 5: N -0.73; C 0.50; C -1.24; C -0.57; S -0.21

=====

Entry 8:
C5H8IN | the ωB97M-V functional and the def2-TZVPD basis

```
15
C5H8IN, DFT the ωB97M-V functional and the def2-TZVPD basis
C -0.603 -2.783 2.473
C 0.373 -2.043 2.933
C 0.334 -0.383 -0.164
C 0.225 1.830 -1.328
C 0.454 1.042 -0.027
N 0.170 -1.285 -0.957
I 1.578 -2.461 4.599
H -0.942 -3.729 2.890
H -1.155 -2.454 1.603
H -0.792 1.693 -1.680
H 0.907 1.487 -2.101
H 0.400 2.887 -1.147
H -0.245 1.371 0.745
H 1.461 1.241 0.356
H 0.155 -2.267 -0.708
```

Values from the calculation:
energy relative to the best compared isomer or geometry (same formula, charge and spin): 4.186 eV
max |F|: 2.412 eV/A
gap between HOMO and LUMO (spin up / spin down): 9.4584 / 5.6026 eV

These are the Mulliken partial charges, in e, on atoms 1 to 5: C -0.53; C -0.09; C 0.03; C -1.13; C -0.18

=====

Entry 9:
C5H8KO5 | the ωB97M-V functional and the def2-TZVPD basis

```
19
C5H8KO5, DFT the ωB97M-V functional and the def2-TZVPD basis
C 0.628 -1.485 1.148
C 1.583 -0.343 1.296
O 1.832 0.217 2.342
H 1.223 -2.347 0.799
H 2.032 0.033 0.348
H 0.201 -1.738 2.126
C -1.343 -2.396 -0.199
C -0.475 -1.188 0.103
O -2.024 -2.796 0.976
H -0.710 -3.218 -0.577
H -2.062 -2.137 -0.994
H -0.002 -0.875 -0.841
H -1.107 -0.365 0.468
H -2.551 -3.577 0.789
O -0.694 3.069 -1.760
C 0.171 4.018 -1.621
O 1.272 3.743 -1.090
O -0.137 5.160 -2.038
K 2.165 6.226 -1.275
```

Values from the calculation:
energy relative to the best compared isomer or geometry (same formula, charge and spin): 0.000 eV
<S²>: 0.757
max |F|: 0.898 eV/A
gap between HOMO and LUMO (spin up / spin down): 8.4785 / 8.1827 eV
multiplicity: 2

These are the Mulliken partial charges, in e, on atoms 1 to 5: C -0.38; C 0.00; O -0.49; H 0.29; H 0.30

=====

Entry 10:
C5H8LiO3Pm | the ωB97M-V functional and the def2-TZVPD basis

```
18
C5H8LiO3Pm, DFT the ωB97M-V functional and the def2-TZVPD basis
C 2.704 -0.388 1.134
C 3.487 -0.561 2.194
H 2.751 -1.094 0.296
H 2.580 0.675 0.126
H 3.331 -0.172 3.205
Li -0.073 0.609 2.718
O -0.566 0.058 -0.827
Pm 0.956 1.769 -3.423
O 1.380 0.992 -0.943
C 0.459 0.536 -0.193
O 0.744 0.133 0.994
C -1.937 0.234 -0.399
C -2.743 -0.838 -1.086
H -1.963 0.097 0.691
H -2.270 1.230 -0.729
H -2.465 -1.827 -0.700
H -3.806 -0.648 -0.889
H -2.570 -0.805 -2.169
```

Values from the calculation:
charge: +3
energy relative to the best compared isomer or geometry (same formula, charge and spin): 3.531 eV
<S²>: 8.755
max |F|: 4.825 eV/A
gap between HOMO and LUMO (spin up / spin down): 8.3998 / 8.5555 eV
multiplicity: 6

These are the Mulliken partial charges, in e, on atoms 1 to 5: C -0.42; C -0.05; H 0.36; H 0.50; H 0.26

=====

Entry 11:
C5H8N | the ωB97M-V functional and the def2-TZVPD basis

```
14
C5H8N, DFT the ωB97M-V functional and the def2-TZVPD basis
C -0.601 1.063 -0.358
C -1.622 0.013 -0.408
C -1.171 0.362 0.897
C 0.467 -0.067 -0.513
C 1.771 -0.069 0.134
N -0.551 -0.817 0.199
H -0.568 2.082 -0.479
H -2.614 -0.173 -0.907
H -1.662 0.169 1.801
H 0.586 -0.244 -1.569
H 1.834 0.199 1.217
H 2.614 0.463 -0.382
H 2.136 -1.078 0.064
H -0.620 -1.903 0.306
```

Values from the calculation:
charge: +1
energy relative to the best compared isomer or geometry (same formula, charge and spin): 4.621 eV
max |F|: 3.747 eV/A
gap between HOMO and LUMO: 12.3484 eV

These are the Mulliken partial charges, in e, on atoms 1 to 5: C -0.45; C -0.09; C -0.27; C 0.38; C -1.46

=====

Entry 12:
C5H8N | the ωB97M-V functional and the def2-TZVPD basis

```
14
C5H8N, DFT the ωB97M-V functional and the def2-TZVPD basis
C -0.258 0.523 0.160
C 3.644 -0.837 0.096
C 2.169 1.058 0.088
C -1.227 -0.329 -0.017
C -2.707 0.035 -0.027
N 2.917 0.194 -0.127
H -0.205 1.550 0.504
H -1.199 -1.438 -0.296
H 4.502 -0.811 0.702
H 3.439 -1.778 -0.452
H 2.067 2.004 -0.426
H -2.965 1.169 -0.145
H -3.101 -0.373 -0.834
H -3.053 -0.454 0.937
```

Values from the calculation:
charge: +1
energy relative to the best compared isomer or geometry (same formula, charge and spin): 7.255 eV
max |F|: 5.790 eV/A
gap between HOMO and LUMO (spin up / spin down): 8.5766 / 6.6323 eV

These are the Mulliken partial charges, in e, on atoms 1 to 5: C -0.19; C -0.17; C -0.20; C -0.06; C -0.95

=====

Entry 13:
C5H8N | the ωB97M-V functional and the def2-TZVPD basis

```
14
C5H8N, DFT the ωB97M-V functional and the def2-TZVPD basis
C 1.018 1.653 0.049
C 0.570 0.369 -0.178
C 1.648 -1.025 -0.057
N -0.765 0.181 -0.184
C -1.972 0.575 -0.114
C -1.758 -0.891 -0.018
H 0.389 2.549 0.198
H 1.972 1.815 0.465
H 2.707 -0.638 -0.002
H 1.499 -1.739 -0.841
H 1.190 -1.507 0.856
H -2.537 1.406 -0.240
H -1.855 -1.266 0.986
H -2.104 -1.481 -0.920
```

Values from the calculation:
charge: +1
energy relative to the best compared isomer or geometry (same formula, charge and spin): 4.763 eV
structure (SMILES): C=C(C)[N+]1=CC1
max |F|: 5.288 eV/A
gap between HOMO and LUMO: 8.6614 eV

These are the Mulliken partial charges, in e, on atoms 1 to 5: C -0.85; C 0.66; C -0.96; N 0.09; C 0.04

=====

Entry 14:
C5H8N | the ωB97M-V functional and the def2-TZVPD basis

```
14
C5H8N, DFT the ωB97M-V functional and the def2-TZVPD basis
C -0.540 -1.444 -0.075
C 0.540 -0.353 -0.065
C 1.555 0.263 0.741
C 1.708 0.254 -0.797
C -2.152 0.549 0.027
N -0.930 -0.200 0.004
H 1.223 1.013 1.319
H 2.296 -0.299 1.327
H 2.409 -0.498 -1.254
H 1.736 1.208 -1.310
H -2.858 -0.039 -0.530
H -2.305 0.869 1.036
H -2.181 1.549 -0.495
H -0.501 -2.872 0.071
```

Values from the calculation:
charge: +1
energy relative to the best compared isomer or geometry (same formula, charge and spin): 6.270 eV
max |F|: 5.046 eV/A
gap between HOMO and LUMO: 10.0595 eV

These are the Mulliken partial charges, in e, on atoms 1 to 5: C 0.02; C 0.50; C -0.68; C -0.60; C -0.69

=====

Entry 15:
C5H8N | the ωB97M-V functional and the def2-TZVPD basis

```
14
C5H8N, DFT the ωB97M-V functional and the def2-TZVPD basis
C -1.256 -0.146 -0.349
C -2.104 -0.201 0.810
C 1.644 -0.488 0.533
C 1.759 0.327 -0.784
C -2.624 0.140 -0.385
N 0.760 0.655 0.237
H -0.475 -0.625 -0.764
H -2.298 -0.511 1.722
H 1.084 -1.442 0.195
H 2.047 -0.421 1.514
H 2.587 1.072 -0.981
H 1.269 -0.231 -1.585
H -3.462 0.397 -0.992
H 1.069 1.474 0.830
```

Values from the calculation:
charge: +1
energy relative to the best compared isomer or geometry (same formula, charge and spin): 5.881 eV
max |F|: 6.930 eV/A
gap between HOMO and LUMO: 9.6530 eV

These are the Mulliken partial charges, in e, on atoms 1 to 5: C 0.22; C -0.22; C -0.30; C -0.23; C -0.30

=====

Entry 16:
C5H8N | the ωB97M-V functional and the def2-TZVPD basis

```
14
C5H8N, DFT the ωB97M-V functional and the def2-TZVPD basis
C 1.921 -0.050 0.015
C 2.674 0.974 -0.022
C -0.372 -0.928 0.000
C -0.925 0.433 0.192
C -2.348 0.570 -0.016
N 1.108 -1.000 0.031
H 3.004 1.461 0.886
H 3.043 1.395 -0.945
H -0.734 -1.535 0.841
H -0.689 -1.435 -0.920
H -2.760 0.963 0.919
H -2.918 -0.306 -0.346
H -2.478 1.411 -0.703
H 1.473 -1.954 0.069
```

Values from the calculation:
charge: +1
energy relative to the best compared isomer or geometry (same formula, charge and spin): 5.260 eV
max |F|: 1.311 eV/A
gap between HOMO and LUMO: 8.3249 eV

These are the Mulliken partial charges, in e, on atoms 1 to 5: C 0.52; C -0.58; C -0.29; C -0.22; C -0.90